Formula: C9H9NO
Source: the OMol25 dataset
Level of theory: ωB97M-V with the def2-TZVPD basis set

CARTESIAN COORDINATES (ANGSTROEM)
O  -0.43524  1.50696  -1.79841
N  0.54861  0.65164  -2.32768
C  -1.67952  -0.37608  -0.23037
C  -0.38485  1.50230  0.66262
C  0.20287  -0.86482  1.15886
C  -1.14306  1.04275  -0.60091
C  1.21900  -1.39290  0.18783
C  1.35151  0.45025  -1.35645
C  -1.24982  -1.14632  0.78253
C  0.29032  0.62887  1.40158
C  1.73723  -0.88378  -0.94159
H  -0.34573  2.71458  0.70260
H  1.48502  1.25686  -0.51302
H  0.91228  1.01978  2.29248
H  -2.13653  1.57367  -0.64424
H  -2.53225  -0.63127  -0.69405
H  -1.85472  -1.92842  1.04663
H  0.49888  -1.29030  2.17782
H  2.43688  -1.35589  -1.55078
H  1.07911  -2.47787  0.24455

Computed properties:
- LUMO level (eV) = 0.50
- structure (SMILES) = C1=C\[C@H]2C=C[C@H](C=C2)O/N=C/1
- electronic energy (hartree) = -478.07990
- largest force on an atom (eV/A) = 4.477
- energy above the lowest of the compared OMol25 structures with the same formula, charge and spin (kcal per mole) = 183.8